Version i
Here is 7 unconnected molecules or ions with the total composition C9H32N10O9 from OMol25. Energies are from ωB97M-V/def2-TZVPD.

Structure (XYZ):
```
60
Properties=species:S:1:pos:R:3
C 0.537 0.468 0.970
C 1.598 -0.608 0.944
O 2.043 -0.815 -0.403
O -0.675 -0.050 0.422
H 0.873 1.342 0.405
H 0.417 0.809 2.006
H 1.069 -1.506 1.283
H 2.451 -0.390 1.580
H 1.306 -0.571 -0.985
H -1.286 0.692 0.524
C -0.866 0.247 -3.391
C -0.564 1.349 -4.404
O -0.835 2.641 -3.901
O -0.162 0.468 -2.201
H -0.507 -0.698 -3.809
H -1.954 0.134 -3.282
H -1.133 1.200 -5.332
H 0.484 1.261 -4.687
H -1.770 2.677 -3.681
H -0.603 1.084 -1.603
C -1.423 -3.719 0.210
O -1.605 -4.869 -0.130
N -1.064 -3.321 1.462
N -1.655 -2.657 -0.651
H -0.994 -2.335 1.632
H -0.973 -4.057 2.136
H -1.205 -1.765 -0.503
H -1.829 -2.921 -1.605
C -2.611 2.626 0.196
O -1.635 2.445 -0.532
N -2.492 3.188 1.429
N -3.853 2.184 -0.119
H -1.614 3.650 1.591
H -3.250 3.335 2.067
H -4.666 2.392 0.434
H -4.056 1.765 -1.008
C 5.850 -2.104 0.214
O 7.039 -1.815 0.144
N 5.385 -3.016 1.119
N 4.910 -1.454 -0.526
H 6.076 -3.496 1.663
H 4.455 -3.391 1.085
H 5.196 -0.761 -1.188
H 3.936 -1.685 -0.415
C -4.798 -0.823 0.265
O -5.937 -0.477 0.531
N -3.817 -0.866 1.212
N -4.389 -1.164 -0.997
H -2.855 -1.086 1.019
H -4.073 -0.672 2.162
H -3.615 -1.802 -1.078
H -5.110 -1.189 -1.695
C 2.946 2.550 2.859
O 2.074 2.450 3.697
N 4.201 1.984 2.986
N 2.738 3.101 1.629
H 4.175 1.158 3.559
H 4.842 2.007 2.213
H 1.828 3.510 1.509
H 3.448 3.366 0.971
```

Properties
Orbital gap: 0.357 hartree
Structure (SMILES): NC(N)=O.NC(N)=O.NC(N)=O.NC(N)=O.NC(N)=O.OCCO.OCCO
HOMO energy: -9.634 eV

Mulliken population analysis, charges in e, atoms 1 to 4: -0.673, -0.268, -0.572, 0.435



Version ii
Here is 7 unconnected molecules or ions with the total composition C9H32N10O9 from OMol25. Energies are from ωB97M-V/def2-TZVPD.

Structure (XYZ):
```
60
Properties=species:S:1:pos:R:3
C -4.353 -0.910 -2.974
O -4.453 -0.672 -4.161
N -4.327 0.066 -2.015
N -4.226 -2.178 -2.467
H -4.465 1.013 -2.315
H -3.966 -0.069 -1.086
H -4.217 -2.336 -1.478
H -4.287 -2.938 -3.117
C -0.599 -1.744 2.764
O -0.581 -0.807 1.975
N 0.466 -2.525 3.061
N -1.675 -1.997 3.568
H 1.361 -2.399 2.616
H 0.221 -3.372 3.541
H -1.640 -2.809 4.155
H -2.461 -1.377 3.560
C -1.893 4.315 1.187
O -0.841 3.947 1.679
N -2.231 5.643 1.214
N -2.826 3.509 0.647
H -1.644 6.149 1.850
H -2.929 6.039 0.618
H -2.670 2.514 0.696
H -3.601 3.937 0.179
C 3.083 -2.687 0.897
O 3.542 -3.169 1.918
N 2.993 -1.371 0.633
N 2.388 -3.401 -0.044
H 2.362 -1.099 -0.098
H 3.525 -0.712 1.168
H 2.249 -2.887 -0.904
H 1.987 -4.299 0.131
C 2.603 1.334 3.701
O 2.233 1.174 4.852
N 1.834 0.959 2.633
N 3.830 1.852 3.400
H 2.112 1.199 1.701
H 1.121 0.296 2.881
H 4.375 2.227 4.152
H 4.161 1.868 2.455
C 0.035 1.519 -0.767
C -1.256 0.869 -1.195
O -2.049 0.398 -0.098
O 1.008 0.480 -0.472
H -0.021 2.256 0.038
H 0.416 2.096 -1.613
H -1.030 0.012 -1.834
H -1.897 1.547 -1.757
H -1.531 -0.308 0.320
H 0.734 0.220 0.423
C 2.380 -0.453 -3.944
C 1.533 -1.713 -3.923
O 1.934 -2.510 -2.825
O 1.777 0.566 -3.136
H 2.510 -0.002 -4.923
H 3.382 -0.654 -3.556
H 1.817 -2.196 -4.874
H 0.481 -1.439 -3.997
H 1.419 -3.324 -2.849
H 1.796 0.350 -2.192
```

Properties
Orbital gap: 0.353 hartree
Structure (SMILES): NC(N)=O.NC(N)=O.NC(N)=O.NC(N)=O.NC(N)=O.OCCO.OCCO
HOMO energy: -9.502 eV

Mulliken population analysis, charges in e, atoms 1 to 4: 0.627, -0.651, -0.367, -0.380



Stability, lowest: version ii



Version i
Here is a single C4H4O2 molecule from OMol25. Energies are from ωB97M-V/def2-TZVPD.

Structure (XYZ):
```
10
Properties=species:S:1:pos:R:3
C -0.623 -0.585 0.266
C -1.490 0.444 -0.231
C 0.717 -0.732 0.286
C 1.544 0.370 -0.227
O -1.461 1.598 0.188
O 2.729 0.355 -0.020
H -1.244 -1.420 0.630
H -2.207 0.368 -1.012
H 1.216 -1.557 0.772
H 0.820 1.161 -0.652
```

Properties
Orbital gap (alpha / beta): 0.282 / 0.247 hartree
HOMO energy (alpha / beta): -7.000 / -9.932 eV
Spin multiplicity: 3

Mulliken population analysis, charges in e, atoms 1 to 4: -0.244, -0.314, -0.057, -0.016



Version ii
Here is 2 unconnected molecules or ions with the total composition C4H4O2 from OMol25. Energies are from ωB97M-V/def2-TZVPD.

Structure (XYZ):
```
10
Properties=species:S:1:pos:R:3
C -0.622 -0.856 -1.578
C 0.607 -0.236 1.704
C 0.420 0.871 1.072
C -0.231 0.462 -1.312
O -0.442 -2.003 -1.778
O -1.618 0.024 -1.385
H 0.845 -0.247 2.768
H 0.549 -1.207 1.243
H 0.395 1.924 1.202
H 0.096 1.268 -1.934
```

Properties
Orbital gap (alpha / beta): 0.312 / 0.318 hartree
HOMO energy (alpha / beta): -7.541 / -10.530 eV
Spin multiplicity: 3

Mulliken population analysis, charges in e, atoms 1 to 4: 0.763, -0.414, -0.375, -0.346



Stability, lowest: version ii



Version i
Here is 3 unconnected molecules or ions with the total composition C4H13NO3 from OMol25. Energies are from ωB97M-V/def2-TZVPD.

Structure (XYZ):
```
21
Properties=species:S:1:pos:R:3
O 0.638 1.087 -0.331
C -0.036 0.663 0.539
C 0.049 -0.663 1.067
C 1.464 -1.343 0.742
C 2.648 -0.229 0.856
N -1.164 -1.421 0.499
H -0.792 1.237 0.977
H -0.067 -0.654 2.226
H 1.356 -1.792 -0.355
H 1.587 -1.919 1.714
H 3.009 0.022 1.835
H 3.574 -0.772 0.434
H 2.578 0.635 0.344
H -2.029 -0.721 0.246
H -1.527 -1.908 1.425
H 0.678 -2.795 -3.113
H -0.599 -2.463 -2.298
O -0.220 -3.068 -2.872
H -3.004 5.252 -1.202
H -4.236 5.842 -1.315
O -3.907 5.011 -1.417
```

Properties
Orbital gap (alpha / beta): 0.087 / 0.287 hartree
HOMO energy (alpha / beta): 0.565 / -4.945 eV
Spin multiplicity: 2
Net charge: -1

Mulliken population analysis, charges in e, atoms 1 to 4: -0.486, -0.788, -0.754, -0.456



Version ii
Here is 4 unconnected molecules or ions with the total composition C4H13NO3 from OMol25. Energies are from ωB97M-V/def2-TZVPD.

Structure (XYZ):
```
21
Properties=species:S:1:pos:R:3
C -2.355 -2.762 -3.994
C -1.082 -2.731 -3.237
C -0.689 -3.628 -2.298
C 0.149 -0.784 -2.566
N -0.318 -1.583 -3.490
H -2.176 -2.238 -4.946
H -3.179 -2.222 -3.509
H -2.885 -3.722 -4.120
H 0.031 -3.347 -1.541
H -1.021 -4.649 -2.236
H 0.345 0.267 -2.815
H 0.197 -0.917 -1.485
H -2.621 6.404 2.104
H -1.149 6.549 1.481
O -1.797 6.897 2.107
H 0.067 0.692 6.423
H -1.374 1.150 6.109
O -0.840 0.698 6.773
H 6.657 0.639 3.401
H 5.366 0.856 2.559
O 6.052 1.302 3.040
```

Properties
Orbital gap (alpha / beta): 0.081 / 0.204 hartree
HOMO energy (alpha / beta): 0.196 / -3.139 eV
Spin multiplicity: 2
Net charge: -1

Mulliken population analysis, charges in e, atoms 1 to 4: -1.040, 0.439, -0.923, -0.646



Stability, lowest: version i



Version i
Here is a single C2H5N3OS molecule from OMol25. Energies are from ωB97M-V/def2-TZVPD.

Structure (XYZ):
```
12
Properties=species:S:1:pos:R:3
C -0.396 -0.127 -0.072
C 1.924 0.330 0.305
H -2.718 0.848 -0.765
H -2.548 0.878 0.885
H -1.849 -1.650 0.176
H 1.998 0.369 1.367
H 2.920 0.402 -0.142
N -2.698 0.234 0.117
N -1.672 -0.664 -0.036
N -0.227 1.175 -0.005
O 1.131 1.384 -0.257
S 1.010 -1.147 -0.087
```

Properties
Orbital gap: 0.340 hartree
Structure (SMILES): NNC1=NOCS1
HOMO energy: -8.592 eV

Mulliken population analysis, charges in e, atoms 1 to 4: 0.481, -0.270, 0.290, 0.289



Version ii
Here is a single C2H5N3OS molecule from OMol25. Energies are from ωB97M-V/def2-TZVPD.

Structure (XYZ):
```
12
Properties=species:S:1:pos:R:3
C -1.914 0.146 -0.009
C 1.514 -0.561 -0.014
H -3.915 -0.244 0.112
H -2.928 -1.622 0.123
H -2.652 1.905 -0.097
H 0.207 1.089 0.152
H 1.373 -1.635 -0.122
N -3.023 -0.652 -0.137
N -1.778 1.405 -0.013
N 0.367 0.079 0.150
O -0.810 -0.661 0.087
S 2.990 0.154 -0.045
```

Properties
Orbital gap: 0.324 hartree
Structure (SMILES): [H]/N=C(\N)ONC=S
HOMO energy: -8.370 eV

Mulliken population analysis, charges in e, atoms 1 to 4: 0.586, -0.115, 0.248, 0.244



Stability, lowest: version i



Version i
Here is a molecular structure, C2H5N3OS from OMol25. Energies are from ωB97M-V/def2-TZVPD.

Structure (XYZ):
```
12
Properties=species:S:1:pos:R:3
C -1.318 0.092 -0.066
C 1.399 -0.701 0.691
H 0.914 0.611 -1.303
H -1.170 2.141 0.609
H -0.837 -1.458 -0.994
H 1.009 -0.012 1.321
H 2.453 -0.971 0.879
N -0.652 1.248 0.064
N -0.362 -0.770 -0.589
N 0.875 -1.312 -0.320
O 0.690 1.450 -0.369
S -3.002 -0.318 0.078
```

Properties
Orbital gap: 0.322 hartree
HOMO energy: -8.530 eV

Mulliken population analysis, charges in e, atoms 1 to 4: 0.211, -0.303, 0.471, 0.309



Version ii
Here is a single C2H5N3OS molecule from OMol25. Energies are from ωB97M-V/def2-TZVPD.

Structure (XYZ):
```
12
Properties=species:S:1:pos:R:3
C 0.373 -0.801 0.920
C -0.638 0.159 0.326
H 0.578 -1.300 -1.596
H 2.432 -1.264 -1.126
H 0.114 -1.074 1.950
H -0.529 2.257 -0.317
H 1.801 0.827 -0.312
N 1.464 -0.788 -0.923
N 1.422 -1.312 0.425
N -0.045 1.378 0.057
O 1.362 1.715 0.073
S -2.099 -0.266 -0.223
```

Properties
Orbital gap: 0.331 hartree
Structure (SMILES): N/N=C\C(=S)NO
HOMO energy: -8.879 eV

Mulliken population analysis, charges in e, atoms 1 to 4: -0.156, 0.210, 0.332, 0.291



Stability, lowest: version i



Version i
Here is 2 unconnected molecules or ions with the total composition C2H5N3OS from OMol25. Energies are from ωB97M-V/def2-TZVPD.

Structure (XYZ):
```
12
Properties=species:S:1:pos:R:3
C -0.698 -0.582 0.296
C -1.412 0.172 -0.833
N 0.287 -1.354 0.016
N 1.343 -1.824 -0.057
N 1.044 0.906 1.264
O 1.818 0.858 -0.998
S 2.257 0.605 0.347
H -1.367 -0.810 1.132
H -1.326 -0.366 -1.828
H -0.778 1.071 -1.137
H -2.431 0.401 -0.469
H 1.264 0.924 2.269
```

Properties
Orbital gap: 0.310 hartree
HOMO energy: -8.395 eV

Mulliken population analysis, charges in e, atoms 1 to 4: 0.027, -0.859, 0.546, -0.734



Version ii
Here is a single C2H5N3OS molecule from OMol25. Energies are from ωB97M-V/def2-TZVPD.

Structure (XYZ):
```
12
Properties=species:S:1:pos:R:3
C 0.960 0.251 0.366
C -2.271 -0.227 -0.959
H 2.321 0.173 1.960
H 0.700 0.743 2.259
H 2.653 -0.324 -0.320
H -0.206 -0.498 -1.513
H -2.794 0.117 -0.059
N 1.459 0.736 1.571
N 1.624 -0.233 -0.607
N -0.937 -0.354 -0.769
O -0.381 0.392 0.310
S -3.129 -0.777 -2.239
```

Properties
Orbital gap: 0.330 hartree
Structure (SMILES): [H]/N=C(\N)ONC=S
HOMO energy: -8.612 eV

Mulliken population analysis, charges in e, atoms 1 to 4: 0.637, -0.114, 0.277, 0.272



Version iii
Here is a single C2H5N3OS molecule from OMol25. Energies are from ωB97M-V/def2-TZVPD.

Structure (XYZ):
```
12
Properties=species:S:1:pos:R:3
C 1.170 -0.777 0.164
C -0.947 0.325 0.488
H 0.172 2.176 -0.721
H 1.552 1.878 0.138
H 0.562 -1.602 0.588
H -1.213 1.177 1.115
H -2.138 -2.086 -0.634
N 0.941 1.506 -0.585
N 0.373 0.307 -0.097
N -1.822 -0.493 0.192
O -1.420 -1.488 -0.616
S 2.771 -0.923 -0.031
```

Properties
Orbital gap: 0.330 hartree
Structure (SMILES): NN(C=S)/C=N\O
HOMO energy: -8.415 eV

Mulliken population analysis, charges in e, atoms 1 to 4: -0.097, -0.051, 0.260, 0.252



Stability, lowest: version i